[1]
Density functional theory data (ωB97M-V with the def2-TZVPD basis set) for a 10-piece molecular cluster, C69H162N10O17 overall in a non-equilibrium geometry.

Structure (XYZ):
```
258
Properties=species:S:1:pos:R:3
C -6.97 0.55 8.57
O -6.68 1.95 8.50
C -6.06 2.47 9.66
C -5.67 3.91 9.39
N -4.33 3.99 8.87
C -4.12 3.39 7.52
C -2.85 3.99 6.93
O -3.16 5.25 6.28
C -2.15 5.67 5.40
H -7.80 0.43 9.27
H -6.06 -0.02 8.75
H -7.32 0.29 7.58
H -5.28 1.78 9.97
H -6.82 2.41 10.45
H -5.66 4.40 10.37
H -6.42 4.42 8.79
H -4.14 4.99 8.86
H -4.97 3.61 6.87
H -4.00 2.31 7.50
H -2.33 3.33 6.24
H -2.14 4.27 7.72
H -2.37 6.68 5.05
H -1.99 4.98 4.57
H -1.19 5.81 5.91
C 5.33 -4.66 1.15
O 6.19 -3.66 0.75
C 6.72 -3.78 -0.53
C 7.82 -2.68 -0.79
N 8.95 -2.81 0.05
C 9.78 -1.62 -0.14
C 11.19 -1.69 0.43
O 11.70 -0.38 0.28
C 13.09 -0.29 0.61
H 4.67 -4.40 1.98
H 5.89 -5.57 1.39
H 4.58 -5.01 0.44
H 5.90 -3.62 -1.22
H 7.21 -4.75 -0.59
H 7.42 -1.68 -0.64
H 8.12 -2.74 -1.84
H 8.56 -2.77 0.99
H 9.35 -0.73 0.32
H 9.81 -1.35 -1.20
H 11.78 -2.46 -0.05
H 11.10 -1.91 1.50
H 13.46 -1.15 1.17
H 13.18 0.58 1.26
H 13.73 -0.08 -0.25
C -5.61 -0.58 1.35
O -4.31 0.01 1.38
C -4.25 1.29 0.72
C -2.92 2.03 0.93
N -1.80 1.77 -0.02
C -1.48 0.34 0.00
C -0.32 0.16 -0.98
O 0.87 0.83 -0.51
C 1.96 0.67 -1.41
H -6.24 -0.04 2.06
H -5.56 -1.65 1.58
H -6.16 -0.59 0.42
H -5.07 1.94 1.01
H -4.43 1.02 -0.32
H -2.47 1.80 1.90
H -3.03 3.12 0.96
H -1.03 2.37 0.24
H -2.32 -0.20 -0.43
H -1.31 -0.16 0.95
H -0.59 0.61 -1.93
H -0.18 -0.91 -1.07
H 1.85 1.18 -2.36
H 2.34 -0.34 -1.59
H 2.83 1.15 -0.95
C -10.41 -5.25 1.72
O -9.76 -6.27 2.47
C -9.68 -7.46 1.61
C -9.11 -8.62 2.45
N -10.04 -9.23 3.43
C -9.48 -10.46 3.99
C -10.26 -10.93 5.21
O -9.80 -12.25 5.64
C -10.37 -12.78 6.80
H -9.87 -5.05 0.79
H -10.37 -4.34 2.33
H -11.45 -5.56 1.59
H -8.84 -7.26 0.94
H -10.60 -7.73 1.08
H -8.24 -8.17 2.92
H -8.77 -9.35 1.71
H -10.05 -8.59 4.21
H -8.43 -10.36 4.24
H -9.57 -11.30 3.31
H -11.31 -10.93 4.92
H -10.24 -10.27 6.08
H -10.48 -12.07 7.62
H -9.70 -13.46 7.32
H -11.31 -13.31 6.69
C 3.09 -1.76 -7.83
O 4.43 -1.84 -7.35
C 4.78 -3.00 -6.58
C 6.30 -2.83 -6.42
N 6.48 -1.52 -5.79
C 7.81 -1.08 -5.94
C 7.95 0.27 -5.35
O 7.22 1.21 -6.18
C 6.75 2.38 -5.51
H 2.78 -2.61 -8.44
H 2.98 -0.87 -8.45
H 2.48 -1.77 -6.93
H 4.58 -3.97 -7.04
H 4.28 -2.99 -5.61
H 6.82 -2.88 -7.38
H 6.61 -3.70 -5.84
H 5.87 -0.96 -6.36
H 8.03 -1.02 -7.01
H 8.61 -1.71 -5.54
H 8.99 0.61 -5.42
H 7.55 0.32 -4.34
H 5.95 2.83 -6.10
H 7.58 3.08 -5.41
H 6.30 2.06 -4.57
C -9.32 1.50 -2.71
O -10.22 1.26 -1.63
C -10.65 2.44 -1.01
C -11.52 2.20 0.25
N -12.87 1.70 -0.11
C -13.74 1.49 1.10
C -13.27 0.57 2.30
O -12.28 1.29 3.05
C -11.76 0.61 4.16
H -9.60 2.05 -3.61
H -9.00 0.54 -3.13
H -8.42 1.95 -2.30
H -11.21 3.09 -1.69
H -9.78 3.00 -0.65
H -11.44 3.13 0.81
H -11.08 1.45 0.90
H -12.80 0.82 -0.60
H -14.65 1.03 0.72
H -14.09 2.47 1.40
H -12.97 -0.42 1.97
H -14.12 0.41 2.97
H -11.14 1.34 4.67
H -11.03 -0.18 3.98
H -12.58 0.15 4.72
C 10.53 4.91 -1.11
O 11.16 4.95 -2.43
C 12.39 5.59 -2.43
C 13.21 5.27 -3.68
N 14.44 6.10 -3.69
C 14.27 7.42 -4.21
C 15.65 8.13 -4.17
O 16.54 7.74 -5.20
C 17.78 8.39 -5.09
H 11.14 4.40 -0.36
H 9.67 4.27 -1.33
H 10.24 5.94 -0.90
H 12.86 5.23 -1.52
H 12.23 6.66 -2.36
H 12.62 5.42 -4.59
H 13.52 4.23 -3.58
H 15.08 5.55 -4.24
H 13.52 7.97 -3.65
H 14.05 7.39 -5.27
H 16.03 7.95 -3.16
H 15.48 9.18 -4.36
H 18.28 8.54 -6.05
H 18.36 7.92 -4.29
H 17.56 9.42 -4.81
C -2.55 -5.66 0.52
C -3.16 -5.84 -0.88
C -4.13 -4.71 -1.14
C -4.55 -4.58 -2.67
C -3.32 -4.50 -3.58
C -2.35 -5.62 -3.40
N -2.06 -5.89 -1.94
O -1.04 -6.74 -1.68
C -2.96 -6.81 -4.18
C -0.98 -5.16 -4.08
C -3.88 -7.24 -0.81
H -3.39 -5.45 1.19
H -1.91 -4.79 0.59
H -1.93 -6.50 0.84
H -5.09 -4.83 -0.63
H -3.67 -3.83 -0.70
H -5.09 -3.63 -2.68
H -5.14 -5.45 -2.96
H -2.87 -3.56 -3.26
H -3.70 -4.41 -4.60
H -2.43 -7.76 -4.11
H -3.99 -7.03 -3.88
H -3.05 -6.51 -5.22
H -1.16 -4.85 -5.11
H -0.45 -4.36 -3.57
H -0.24 -5.96 -4.12
H -4.13 -7.51 0.21
H -3.24 -8.08 -1.09
H -4.76 -7.30 -1.45
H -0.25 -6.20 -1.65
C 5.38 2.69 8.34
C 4.59 2.44 7.01
C 5.47 2.86 5.83
C 4.98 2.41 4.43
C 4.91 0.90 4.44
C 4.03 0.29 5.55
N 4.34 0.95 6.87
O 3.70 0.39 7.97
C 2.53 0.41 5.07
C 4.54 -1.19 5.70
C 3.29 3.27 7.06
H 4.66 2.44 9.12
H 5.63 3.75 8.38
H 6.19 1.97 8.41
H 5.66 3.93 5.93
H 6.44 2.44 6.09
H 5.66 2.70 3.62
H 4.00 2.84 4.25
H 5.87 0.38 4.38
H 4.44 0.59 3.51
H 2.23 1.46 5.09
H 2.24 0.06 4.08
H 1.84 -0.09 5.76
H 5.45 -1.28 6.29
H 3.84 -1.85 6.20
H 4.78 -1.62 4.73
H 2.73 3.13 6.14
H 3.50 4.33 7.18
H 2.59 2.87 7.80
H 2.83 0.79 7.94
C -3.28 3.41 -7.67
C -1.88 3.54 -6.79
C -0.92 4.41 -7.55
C -1.09 5.87 -7.45
C -1.09 6.29 -5.98
C -2.14 5.47 -5.13
N -2.04 4.04 -5.43
O -2.88 3.28 -4.62
C -1.79 5.73 -3.66
C -3.54 6.10 -5.45
C -1.19 2.18 -6.81
H -3.83 2.52 -7.36
H -3.95 4.27 -7.59
H -3.06 3.24 -8.72
H 0.12 4.19 -7.33
H -1.04 4.17 -8.60
H -0.22 6.37 -7.86
H -2.03 6.11 -7.95
H -1.49 7.30 -5.92
H -0.15 6.16 -5.44
H -0.77 5.46 -3.38
H -2.53 5.21 -3.04
H -1.82 6.78 -3.37
H -4.36 5.69 -4.85
H -3.83 6.10 -6.50
H -3.55 7.14 -5.11
H -1.79 1.40 -6.33
H -1.05 1.79 -7.81
H -0.22 2.16 -6.32
H -2.37 2.87 -3.91
```

Computed properties:
- HOMO level: -7.9 eV
- SMILES: CC1(C)CCCC(C)(C)N1O.CC1(C)CCCC(C)(C)N1O.CC1(C)CCCC(C)(C)N1O.COCCNCCOC.COCCNCCOC.COCCNCCOC.COCCNCCOC.COCCNCCOC.COCCNCCOC.COCCNCCOC
- LUMO level: 0.1 eV
- Frontier orbital gap: 8.017 eV
- Net charge: 0
- Relative energy (zero: lowest compared OMol25 entry of this formula, charge and spin): 351.9 kJ/mol

Löwdin population analysis, charges in e, atoms 1 to 6: -0.09, -0.23, -0.23, -0.22, -0.06, -0.17

[2]
Density functional theory data (ωB97M-V with the def2-TZVPD basis set) for C69H38CuF15GeN4OP2SSe as an isolated structure in a non-equilibrium geometry.

Structure (XYZ):
```
133
Properties=species:S:1:pos:R:3
Cu 0.46 -0.13 0.47
Se -6.76 -0.39 -2.14
N -5.55 -1.63 -1.70
C -4.45 -1.01 -1.39
C -3.21 -1.68 -1.00
C -3.06 -3.06 -1.07
C -1.84 -3.62 -0.76
C -0.81 -2.78 -0.37
N -0.95 -1.46 -0.27
C -2.12 -0.91 -0.60
C -2.18 0.57 -0.63
N -1.08 1.24 -0.26
C -1.05 2.55 -0.41
C -2.12 3.27 -0.94
C -3.27 2.60 -1.28
C -3.31 1.22 -1.11
C -4.49 0.43 -1.46
N -5.63 0.95 -1.83
H -3.90 -3.67 -1.40
H -1.67 -4.68 -0.85
H 0.17 -3.17 -0.14
H -0.14 3.05 -0.10
H -2.03 4.34 -1.07
H -4.13 3.12 -1.69
C 4.13 -3.04 5.14
C 4.10 -1.51 4.95
C 5.05 -0.86 5.97
C 2.68 -1.02 5.18
C 2.08 -1.03 6.44
C 0.75 -0.66 6.62
C -0.02 -0.29 5.53
C 0.54 -0.26 4.26
P -0.38 0.22 2.75
C -1.99 -0.60 3.05
C -2.04 -1.96 2.71
C -3.20 -2.69 2.86
C -4.35 -2.07 3.34
C -4.31 -0.73 3.70
C -3.13 0.00 3.56
C -0.65 2.00 3.04
C -1.76 2.68 2.56
C -1.86 4.06 2.69
C -0.83 4.78 3.28
C 0.30 4.11 3.74
C 0.38 2.73 3.62
C 1.87 -0.63 4.12
O 2.34 -0.55 2.84
C 3.65 -0.77 2.56
C 4.00 -0.53 1.24
C 5.32 -0.73 0.87
C 6.26 -1.14 1.81
C 5.87 -1.36 3.12
C 4.55 -1.18 3.53
P 2.71 0.07 0.06
C 3.05 1.86 -0.02
C 3.95 2.52 0.83
C 4.10 3.89 0.74
C 3.38 4.62 -0.20
C 2.50 3.97 -1.05
C 2.32 2.60 -0.95
C 3.38 -0.58 -1.50
C 3.11 -1.91 -1.81
C 3.62 -2.49 -2.96
C 4.38 -1.72 -3.83
C 4.63 -0.39 -3.55
C 4.14 0.18 -2.39
H 3.81 -3.31 6.14
H 5.13 -3.42 4.98
H 3.46 -3.52 4.42
H 4.75 -1.11 6.99
H 5.05 0.23 5.87
H 6.07 -1.22 5.84
H 2.66 -1.33 7.30
H 0.32 -0.68 7.61
H -1.06 -0.01 5.67
H -1.15 -2.44 2.32
H -3.22 -3.74 2.59
H -5.26 -2.63 3.44
H -5.19 -0.25 4.09
H -3.12 1.04 3.86
H -2.56 2.15 2.06
H -2.73 4.57 2.32
H -0.90 5.86 3.37
H 1.12 4.66 4.18
H 1.27 2.23 3.99
H 5.63 -0.57 -0.16
H 7.29 -1.29 1.51
H 6.61 -1.69 3.83
H 4.52 1.96 1.55
H 4.79 4.39 1.40
H 3.52 5.69 -0.27
H 1.96 4.53 -1.80
H 1.64 2.08 -1.62
H 2.49 -2.49 -1.14
H 3.41 -3.52 -3.19
H 4.78 -2.17 -4.74
H 5.20 0.21 -4.24
H 4.32 1.23 -2.18
F -0.40 -2.86 -4.48
C 0.50 -2.63 -5.44
C 0.76 -1.34 -5.86
C 1.70 -1.21 -6.86
F 2.05 0.00 -7.34
C 2.35 -2.30 -7.44
F 3.27 -2.12 -8.39
C 2.06 -3.57 -6.99
F 2.67 -4.63 -7.53
C 1.12 -3.74 -5.98
F 0.84 -4.98 -5.54
Ge -0.10 0.15 -4.87
S 0.18 0.04 -2.79
C -2.07 0.03 -5.19
C -2.74 -0.99 -5.84
F -2.08 -1.91 -6.55
C -4.13 -1.12 -5.80
F -4.74 -2.13 -6.43
C -4.88 -0.20 -5.08
F -6.21 -0.32 -5.03
C -4.24 0.84 -4.44
F -4.96 1.74 -3.75
C -2.86 0.94 -4.51
F -2.30 1.98 -3.86
C 0.38 1.81 -5.87
C 1.22 2.78 -5.36
F 1.85 2.60 -4.20
C 1.48 3.96 -6.03
F 2.31 4.88 -5.50
C 0.89 4.20 -7.25
F 1.13 5.34 -7.91
C 0.05 3.25 -7.80
F -0.51 3.46 -9.00
C -0.18 2.07 -7.10
F -0.97 1.16 -7.70
```

Computed properties:
- HOMO level: -7.2 eV
- LUMO level: -0.6 eV
- Frontier orbital gap: 6.620 eV
- Net charge: 0

Löwdin population analysis, charges in e, atoms 1 to 6: 0.04, 1.18, -0.20, -0.32, -0.07, 0.02

[3]
Density functional theory data (ωB97M-V with the def2-TZVPD basis set) for C6BeO6 as an isolated structure in a non-equilibrium geometry.

Structure (XYZ):
```
13
Properties=species:S:1:pos:R:3
O 0.00 5.39 0.17
C 0.00 4.26 0.01
Be 0.00 -0.74 0.05
O 0.00 -0.29 -2.57
C 0.00 -0.65 -1.45
C 0.00 -2.24 0.08
O 0.00 -3.40 -0.02
C -1.48 -0.49 -0.01
O -2.60 -0.22 -0.22
C 1.48 -0.49 -0.01
O 2.60 -0.22 -0.22
O 0.00 -0.32 2.68
C 0.00 -0.58 1.53
```

Computed properties:
- HOMO level: -18.8 eV
- LUMO level: -13.1 eV
- Frontier orbital gap: 5.735 eV
- Net charge: +2
- Relative energy (zero: lowest compared OMol25 entry of this formula, charge and spin): 861.8 kJ/mol

Löwdin population analysis, charges in e, atoms 1 to 6: 0.04, -0.02, -0.52, 0.42, 0.04, 0.11